No. 1
Entry from OMol25: an isolated molecule of C3H9N3S at a distorted geometry (ωB97M-V/def2-TZVPD).

Geometry as XYZ:
```
16
Properties=species:S:1:pos:R:3
S -1.49392 0.63567 2.24135
N -0.92962 1.18852 0.73077
N 0.26872 -0.99426 -2.01018
N -0.21190 0.50931 3.29308
C 0.37038 0.14347 -1.10756
C 1.26372 -1.71683 -2.23976
C -1.02937 0.32902 -0.39976
H 1.06411 -0.01514 -0.35058
H 0.22700 1.32846 3.64492
H 0.20271 -0.42157 3.41591
H 1.12317 -2.45361 -3.08567
H -1.70990 0.77415 -1.04153
H -0.66089 2.14956 0.49990
H 0.79434 0.89421 -1.66058
H 2.17416 -1.64520 -1.75833
H -1.45272 -0.70577 -0.17197
```

Values from the calculation:
Structure (SMILES): C=NCCNSN
ΔE to the lowest compared entry with this formula, charge and spin in kcal/mol: 55.4
E in eV: -18560.279
Multiplicity: 1
HOMO in eV: -8.30


No. 2
Entry from OMol25: an isolated molecule of C2H7IP2 at a distorted geometry (ωB97M-V/def2-TZVPD).

Geometry as XYZ:
```
12
Properties=species:S:1:pos:R:3
I 2.89308 -0.19813 0.31785
P 1.08044 0.46138 -1.13513
P 0.02597 2.11199 0.42160
C -0.42005 -1.25091 0.66105
C -0.22140 -0.84233 -0.79189
H 0.59835 3.17336 -0.27622
H -1.33092 -1.84249 0.74906
H 0.41554 -1.84909 1.01619
H 0.00346 -1.72209 -1.40566
H -1.38229 2.73013 0.31949
H -0.51691 -0.37371 1.30459
H -1.14528 -0.39811 -1.18091
```

Values from the calculation:
Structure (SMILES): CCP(#[PH2])I
ΔE to the lowest compared entry with this formula, charge and spin in kcal/mol: 11.5
E in eV: -28864.856
Multiplicity: 1
HOMO in eV: -8.43


No. 3
Entry from OMol25: a structure of composition C36H90F4Li2N2O26S4 at a distorted geometry (ωB97M-V/def2-TZVPD).

Geometry as XYZ:
```
164
Properties=species:S:1:pos:R:3
S 4.43710 -2.19686 -3.54299
S 5.35287 -0.71754 -1.91898
S -0.10633 -0.61156 -0.67965
S 1.27637 1.04397 0.25567
F 2.99424 -2.72792 -4.08134
F 0.12374 -1.54432 -1.95573
F 4.66846 0.07010 -0.71639
F 2.77902 1.63012 0.17645
O 5.97573 0.39294 -2.72936
O -0.60727 5.09830 -5.27039
O -3.24832 -4.96718 -1.26392
O -1.12891 0.22772 -1.24149
O 4.98472 -1.61911 -4.73168
O -4.99734 3.54469 -3.60580
O 2.35881 -3.52695 -0.58387
O 6.11411 -1.58811 -1.04227
O 0.16096 -0.93209 5.39259
O 3.79663 -1.98608 1.06940
O -2.75053 -7.50962 2.22359
O -0.38227 -1.57841 0.35380
O 3.36604 4.39767 6.59293
O 0.86898 4.36482 2.39267
O 5.06214 -3.43318 -3.10151
O 0.54051 2.24856 -0.06565
O 4.43460 3.10613 3.84744
O 1.71756 0.02154 -4.62578
O -1.04970 5.28101 -2.61409
O 2.80864 2.09660 -3.19418
O -2.32312 5.22299 2.51834
O -1.98796 -4.98525 1.41829
O 1.30872 0.53949 1.63261
O -2.66837 -7.79538 -0.75859
O -4.70268 0.68065 -3.08540
O -2.43339 -1.13320 4.01077
N 1.47290 -0.02207 -0.80760
N 3.77197 -1.25353 -2.48952
C -3.28246 -6.43627 2.92357
C 3.07757 1.98069 -4.55051
C -2.71426 -9.21675 -0.69554
C 1.44334 -1.65813 5.50445
C -2.66586 -8.73157 2.99612
C -1.41590 4.58002 -1.39908
C 1.72580 -4.38618 -1.44293
C -0.93322 -4.44024 2.21406
C 0.56142 5.37866 -4.49337
C -3.71710 -0.28988 -3.29427
C -3.55860 -6.00057 -2.10957
C -1.51465 -0.03177 3.91381
C -3.65954 -0.87432 3.23992
C -0.04809 -0.38763 4.15740
C 3.70812 -3.38924 1.31323
C -4.38278 1.71571 -2.09760
C 0.74156 5.78250 2.08371
C -1.74136 4.01134 2.14422
C 3.56837 -4.18966 0.10465
C -0.33655 3.69989 2.79381
C -3.58962 5.53014 2.07394
C 4.55704 4.61894 5.85961
C 3.27513 2.38221 4.09617
C -5.17622 3.06677 -2.29033
C -3.93363 4.46300 -3.77813
C 0.76403 -0.90630 -5.36420
C -2.49528 -3.91166 -1.93258
C 3.53618 3.09749 -2.50044
C 2.36627 5.39578 6.41310
C 0.28170 5.00502 -3.03556
C 4.44583 4.41729 4.28983
C -3.87141 -7.30072 -1.36214
C -0.47213 5.21361 -6.69603
C 3.64819 -1.24546 2.29825
C 1.89930 1.18936 -5.36972
C -3.23789 -5.17318 2.11133
Li 2.48635 0.14147 -2.65066
Li 2.88479 -1.48134 -0.78146
H -0.02452 -4.61237 1.63722
H -2.41304 3.20958 2.45100
H 4.25970 -1.51796 3.15842
H 1.40636 -1.56859 -5.94461
H 0.93339 1.67959 -5.49137
H 4.91375 5.64892 5.86286
H 3.17804 1.65031 3.29430
H -4.48848 1.23512 -1.12499
H 3.48091 -5.21556 0.46238
H 0.14702 5.82093 1.17094
H -4.78621 3.82150 -1.60742
H 5.33918 4.83360 3.82431
H -1.42321 -3.46735 2.25274
H 1.73893 -1.68149 6.55334
H -4.15062 -0.01117 3.68925
H -1.12087 4.60240 -7.32346
H -4.38580 -8.00279 -2.01835
H -4.55433 -7.02274 -0.55938
H -3.96708 4.68846 -4.84404
H 4.52906 2.78021 -2.18165
H -0.48483 3.88553 3.85761
H 1.67135 5.26150 7.24204
H -3.42671 -0.57329 2.21851
H -1.76375 -9.66772 -0.41047
H 2.61169 -1.12577 2.61362
H -1.33676 3.50265 -1.54440
H -1.59577 0.46172 2.94532
H 0.01197 -1.49590 -4.83991
H 5.32390 3.91258 6.17754
H -0.89912 -5.05256 3.11517
H -4.17980 4.63239 2.25787
H 1.76771 6.11441 1.92575
H -3.81889 -5.27460 1.19468
H -2.45724 -2.94021 -1.43970
H 1.95551 5.39319 5.40346
H 4.08867 1.67609 -4.82071
H -1.77087 0.89284 4.43106
H -4.35222 -6.64330 2.95296
H -2.94967 -6.39697 3.96078
H 0.23033 -1.01246 3.30877
H -1.63807 3.94066 1.06143
H 3.00455 1.86511 5.01677
H 2.46789 -4.89603 -2.05730
H -0.79397 6.23254 -6.91121
H 4.05591 -0.28175 1.99309
H 2.96574 3.48195 -1.65492
H 2.95883 2.93230 -5.06862
H -4.07772 6.27789 2.69902
H 0.22950 6.44811 2.77858
H -2.94758 4.00059 -3.73367
H -0.68723 4.79919 -0.61863
H -2.96395 -3.65041 -2.88137
H -3.98681 -0.86505 -4.18001
H 1.45695 -2.66094 5.07748
H -3.63474 -0.89777 -2.39328
H -3.78983 5.66668 1.01122
H 2.32732 -1.13604 5.13825
H -2.75976 0.15463 -3.56632
H 3.65263 3.95666 -3.16102
H -4.46934 -5.63092 -2.58076
H -0.17961 2.63892 2.59933
H 0.79687 6.42103 -4.70811
H -3.69587 -9.02449 3.19947
H 1.11853 -3.72990 -2.06633
H 2.36510 2.98215 4.10025
H 3.60002 5.00004 3.92498
H -4.44070 -1.59810 3.00746
H 1.13178 -5.12590 -0.90624
H -2.75399 -6.13220 -2.83302
H -2.40884 4.93629 -1.12478
H 1.46352 4.82631 -4.75649
H 4.48821 -4.31052 -0.46752
H 2.82169 6.36684 6.60733
H 0.15034 -0.43003 -6.12882
H 2.23769 1.01801 -6.39160
H -3.54361 -9.49098 -0.04355
H -3.33919 1.99486 -1.95235
H 2.77287 -3.47864 1.86587
H 4.44414 -3.69022 2.05873
H -2.19830 -9.59265 2.51861
H -2.01342 -8.60507 3.86008
H -2.89931 -9.59286 -1.70171
H -6.22272 2.89984 -2.03526
H 0.54621 5.19556 -7.08430
H -4.00223 5.41026 -3.24326
H 0.52137 3.94979 -2.90462
H -1.48404 -4.27655 -2.11245
H -3.48859 -4.22675 2.59041
H 0.50805 0.54981 4.15444
H 0.88297 5.49985 -2.27285
```

Values from the calculation:
E in eV: -149611.222
Multiplicity: 1
HOMO in eV: -8.90


No. 4
Entry from OMol25: a cluster of 9 separate species, C21H64BNO7 in total at a distorted geometry (ωB97M-V/def2-TZVPD).

Geometry as XYZ:
```
94
Properties=species:S:1:pos:R:3
O -3.15571 0.03392 -1.70062
O -1.24731 1.11304 2.45152
O 1.50418 -2.33401 0.69797
O 2.73433 0.21926 -3.26668
O 1.06333 4.27505 -2.10172
O 0.99481 -4.39313 2.74744
O 2.46598 1.88939 3.17898
N 1.73513 1.63316 -1.17052
C 3.61376 -1.53984 -0.10951
C 2.61333 -2.67622 -0.13297
C 3.29990 0.63945 5.04861
C -3.26037 0.00681 3.21105
C -3.30909 2.03897 1.70503
C 0.06676 -3.93781 3.72447
C 0.54563 0.44258 -4.18689
C -1.07565 -3.22906 3.04050
C -0.42300 -5.16212 4.48024
C 1.41609 -0.23484 3.52574
C -3.48311 -1.35595 -1.59974
C -0.37173 5.73056 -3.36690
C 2.70939 0.55908 3.64978
C -1.32869 3.81912 -2.01843
C -2.73763 -2.10710 -2.69174
C 2.02307 0.58216 -4.47801
C -4.99666 -1.53115 -1.69934
C 2.39977 1.97926 -4.96168
C -2.59428 1.33973 2.85304
C 2.12768 -3.04409 -1.53596
C -0.25622 4.89003 -2.10775
B -0.46074 -0.07073 -0.38949
H -0.04770 0.47317 -5.10076
H -2.29446 4.31870 -2.05281
H -4.33346 2.23296 2.03805
H 3.01440 -3.56209 0.36164
H -1.53492 -3.87717 2.28836
H -1.84340 -2.89513 3.74043
H -3.23270 -3.04802 -2.94442
H -3.24241 -0.64433 2.33077
H -1.19218 3.28414 -1.07722
H 3.67665 0.24180 -3.46823
H 0.22348 1.13583 -3.41152
H 1.25435 -3.58197 2.27737
H 0.45236 -5.61661 4.94964
H 3.42075 0.11224 2.95127
H 3.47624 2.13529 -5.06148
H 0.30982 -0.55856 -3.81731
H 1.59101 -2.20892 -1.98981
H -4.30184 0.02954 3.53366
H -5.45951 -1.28664 -2.65358
H -1.28318 6.32549 -3.27248
H -1.20550 -0.46575 0.39316
H 2.32187 -0.13256 -5.24915
H -2.86554 3.00649 1.46325
H 0.45299 0.17080 0.26274
H -5.54240 -1.06953 -0.87842
H -1.23814 3.07898 -2.81382
H 4.10128 1.37433 5.15124
H 4.61044 -1.84959 -0.43796
H 2.50135 1.76919 -0.52149
H -2.59663 1.96871 3.74524
H 3.75045 -1.16128 0.90360
H 3.84355 -0.28089 5.28391
H 1.62651 -1.30416 3.59798
H -5.07413 -2.61581 -1.56810
H -3.32644 1.45743 0.78128
H -0.78451 -2.36652 2.43353
H -0.46265 5.11109 -4.25840
H 1.59887 2.17596 3.48509
H 1.49320 -3.92750 -1.59035
H -0.89291 -5.93040 3.86777
H 0.66535 -0.02416 4.28847
H -1.10258 -4.82319 5.26415
H -0.25245 5.54121 -1.22963
H 0.46832 6.42271 -3.44284
H 1.36915 2.51617 -1.54935
H 2.55017 0.87608 5.80394
H -2.68555 -1.52916 -3.61822
H 1.00860 -1.56539 0.36528
H -3.09671 -1.71631 -0.64131
H 0.52629 -3.26740 4.46120
H 3.33380 -0.72268 -0.77736
H 1.69882 4.99074 -2.19799
H 2.97604 -3.24783 -2.19670
H -1.30155 0.64908 1.60012
H -1.69471 -2.30678 -2.44120
H 1.02134 -0.03753 2.53189
H 2.06800 2.03906 -6.00223
H -0.29081 -0.88303 -1.18386
H 0.91504 1.09473 -0.74899
H -2.66857 -0.51986 3.96088
H -0.83499 0.90543 -0.87226
H 2.04711 1.08436 -2.00867
H 1.92648 2.78115 -4.39586
H -2.22450 0.14843 -1.43854
```

Values from the calculation:
ΔE to the lowest compared entry with this formula, charge and spin in kcal/mol: 32.4
E in eV: -39312.314
Multiplicity: 1
HOMO in eV: -9.24


No. 5
Entry from OMol25: a cluster of 2 separate species, C5H10O2 in total at a distorted geometry (ωB97M-V/def2-TZVPD).

Geometry as XYZ:
```
17
Properties=species:S:1:pos:R:3
O 2.58320 -0.17791 1.70189
O -3.16439 -1.93191 -0.22159
C -1.45952 -0.73058 -0.83423
C 0.75717 0.59505 -0.63646
C -0.60474 0.45281 -0.17469
C 1.55922 1.60868 -0.39005
C -2.36925 -1.18331 0.18405
H 2.78531 -0.96818 2.23647
H 1.47711 2.30221 0.47988
H 1.73215 -0.32508 1.27628
H -2.02901 -0.42956 -1.74474
H -2.23307 -0.99358 1.28371
H -0.80378 -1.61654 -1.23768
H -0.62998 0.38794 0.92217
H 2.52840 1.67689 -0.83067
H 0.96892 -0.02194 -1.50837
H -1.09773 1.35503 -0.50597
```

Values from the calculation:
Structure (SMILES): C=CCCC=O.O
ΔE to the lowest compared entry with this formula, charge and spin in kcal/mol: 75.1
E in eV: -9439.788
Multiplicity: 1
HOMO in eV: -9.84


No. 6
Entry from OMol25: an isolated molecule of C8H8BrNO2 at a distorted geometry (ωB97M-V/def2-TZVPD).

Geometry as XYZ:
```
20
Properties=species:S:1:pos:R:3
Br 4.04231 -0.56860 -0.33446
O -0.90317 1.97293 -0.92620
O 2.75835 1.75156 0.92557
N 0.25086 0.09127 -0.31546
C 1.40669 0.80152 -0.45169
C -2.23309 -1.21417 -0.27106
C -1.00984 -1.85878 0.08638
C 1.46009 2.11487 0.43719
C -2.20021 0.07155 -0.54523
C 2.61030 0.37456 0.58475
C -0.90798 0.79096 -0.67915
C 0.17399 -1.18232 0.08107
H -3.13726 -1.85877 -0.13323
H 2.41962 -0.10075 1.55013
H -1.04915 -2.90614 0.48061
H 0.96239 -1.70870 0.54774
H -3.02015 0.66322 -0.93611
H 1.74717 0.88604 -1.44370
H 0.61847 1.95095 1.14678
H 1.33720 2.98084 -0.10114
```

Values from the calculation:
Structure (SMILES): O=c1ccccn1[C@H]1CO[C@@H]1Br
ΔE to the lowest compared entry with this formula, charge and spin in kcal/mol: 29.8
E in eV: -84051.103
Multiplicity: 1
HOMO in eV: -8.66


No. 7
Entry from OMol25: an isolated molecule of C3H10BN at a distorted geometry (ωB97M-V/def2-TZVPD).

Geometry as XYZ:
```
15
Properties=species:S:1:pos:R:3
N -0.80705 0.68795 -0.15290
C 0.70238 -1.58112 0.14838
C 1.80125 0.98114 -0.23677
C -2.17615 0.29926 0.14258
B 0.41416 -0.01710 -0.10348
H 2.32714 0.74189 0.67594
H 0.69417 -2.22482 -0.69794
H -0.13114 -1.86121 0.80483
H -2.16150 -0.50115 0.86764
H 1.61871 2.04946 -0.44590
H 1.59120 -1.83204 0.65447
H 2.37194 0.69592 -1.08308
H -2.80950 1.09444 0.38143
H -2.57856 -0.22585 -0.69627
H -0.85702 1.69322 -0.25894
```

Values from the calculation:
Structure (SMILES): CNB(C)C
ΔE to the lowest compared entry with this formula, charge and spin in kcal/mol: 5.7
E in eV: -5440.268
Multiplicity: 1
HOMO in eV: -9.68


No. 8
Entry from OMol25: a structure of composition C5H8N at a distorted geometry (ωB97M-V/def2-TZVPD).

Geometry as XYZ:
```
14
Properties=species:S:1:pos:R:3
N 1.38152 0.25772 0.00361
C -0.50494 0.28955 -0.02202
C 1.93376 1.37748 0.06104
C -3.12810 0.30194 -0.12792
C -1.69374 0.30301 -0.11123
C 1.88807 -1.05334 -0.01660
H 1.36372 2.29620 0.06165
H -3.49899 1.03239 0.58866
H 1.71895 -1.49915 -1.00127
H -3.47554 0.56054 -1.12615
H -3.49035 -0.68885 0.13962
H 2.96042 -1.06164 0.20605
H 3.01779 1.45120 0.10699
H 1.35859 -1.67176 0.71229
```

Values from the calculation:
Charge: +1
ΔE to the lowest compared entry with this formula, charge and spin in kcal/mol: 122.1
E in eV: -6792.794
Multiplicity: 1
HOMO in eV: -14.86